Entry 1:
Entry from the Open Molecules 2025 dataset: an isolated molecule of C5H7BrN2O2 at a distorted geometry (ωB97M-V with the def2-TZVPD basis set).

The HOMO-LUMO gap (alpha / beta) comes out at 8.832 / 8.831 eV. As for the spin multiplicity: 1. The value obtained for the energy above the lowest of the compared OMol25 structures with the same formula, charge and spin is 265.8 kJ/mol. For the LUMO energy (alpha / beta), the calculation gives 0.0083 / 0.0083 Ha.

```
17
C5H7BrN2O2, DFT ωB97M-V with the def2-TZVPD basis set
Br -2.8883 -0.6616 -0.2677
O -0.9838 2.7374 -0.5311
O 1.6825 -0.0957 1.0810
N -0.0626 -0.8692 -0.3080
N -0.8300 1.6592 -1.4306
C 2.0397 -2.1639 -0.2183
C -1.0338 0.1353 -0.0055
C 1.2742 -0.9089 0.2594
C -0.9367 1.0343 1.1241
C -0.9070 2.3261 0.7883
H -0.7743 0.6836 2.1287
H 1.4238 -3.0543 0.1850
H 2.9689 -1.9150 0.2604
H 2.2801 -2.2620 -1.3655
H -1.7504 1.4364 -1.9673
H -0.3730 -1.2707 -1.1867
H -1.1294 3.1891 1.4539
```

These are the Löwdin partial charges, in e, on atoms 1 to 4:
1 Br 0.61
2 O -0.17
3 O 0.08
4 N 0.03

Entry 2:
Entry from the Open Molecules 2025 dataset: a cluster of 2 separate species, C5H7BrS in total at a distorted geometry (ωB97M-V with the def2-TZVPD basis set).

The HOMO-LUMO gap comes out at 5.748 eV. As for the spin multiplicity: 1. The value obtained for the energy above the lowest of the compared OMol25 structures with the same formula, charge and spin is 213.6 kJ/mol. For the LUMO energy, the calculation gives -0.0779 Ha.

```
14
C5H7BrS, DFT ωB97M-V with the def2-TZVPD basis set
Br -0.5231 2.8070 -1.9179
S 3.5478 2.1157 0.3084
C -1.1835 -1.6716 -0.3545
C -0.9665 -0.3724 0.4387
C 1.0315 0.9824 0.1125
C 2.3019 1.3307 0.2738
C 0.4794 -0.1189 0.6490
H -0.4398 -2.4114 -0.1130
H 0.5675 1.7954 -0.5161
H -2.2301 -2.0305 -0.1361
H -1.2562 -0.7851 1.3961
H -1.4804 0.5173 0.1025
H -1.1482 -1.4509 -1.4119
H 1.2997 -0.7078 1.1685
```

These are the Löwdin partial charges, in e, on atoms 1 to 4:
1 Br -0.29
2 S 1.03
3 C -0.08
4 C -0.22

Entry 3:
Entry from the Open Molecules 2025 dataset: an isolated molecule of C5H7BrS at a distorted geometry (ωB97M-V with the def2-TZVPD basis set).

The HOMO-LUMO gap (alpha / beta) comes out at 8.137 / 6.368 eV. As for the spin multiplicity: 1. The value obtained for the energy above the lowest of the compared OMol25 structures with the same formula, charge and spin is 448.6 kJ/mol. For the LUMO energy (alpha / beta), the calculation gives -0.0382 / -0.0830 Ha.

```
14
C5H7BrS, DFT ωB97M-V with the def2-TZVPD basis set
Br 0.3205 -0.7298 3.9760
S -0.2566 2.5135 -0.5636
C 0.9082 0.7164 3.0484
C 0.3703 -0.0277 -0.0922
C -0.7494 -0.6868 -1.0364
C 0.8603 1.3611 1.9179
C -0.1816 1.1966 0.5295
H -0.5004 -1.5181 -1.6601
H 1.4228 2.1384 1.6521
H -1.5806 -1.1172 -0.4569
H -1.1439 0.0694 -1.5860
H 0.8016 -0.8558 0.4917
H -1.2566 0.9936 0.9808
H 1.0460 0.0867 -0.9963
```

These are the Löwdin partial charges, in e, on atoms 1 to 4:
1 Br 0.74
2 S 0.71
3 C -0.58
4 C -0.33

Entry 4:
Entry from the Open Molecules 2025 dataset: a cluster of 2 separate species, C5H7Cl in total at a distorted geometry (ωB97M-V with the def2-TZVPD basis set).

The HOMO-LUMO gap comes out at 9.286 eV. As for the spin multiplicity: 1. The value obtained for the energy above the lowest of the compared OMol25 structures with the same formula, charge and spin is 593.0 kJ/mol. For the LUMO energy, the calculation gives 0.0160 Ha.

```
13
C5H7Cl, DFT ωB97M-V with the def2-TZVPD basis set
Cl -0.9365 0.4003 3.3821
C -0.3553 0.8747 0.9191
C -0.3272 -1.4264 -1.3458
C 0.5338 0.8043 -0.3158
C 0.2998 -0.1871 -1.2716
C 0.0430 -0.0478 2.0303
H 1.0648 -1.1324 1.9419
H 1.6171 0.9305 -0.0609
H -0.5291 -2.0961 -2.3780
H 0.5927 0.2047 -2.3222
H -1.2529 1.7485 0.6245
H -0.7645 -1.8754 -0.3468
H 0.0143 1.8022 -0.8568
```

These are the Löwdin partial charges, in e, on atoms 1 to 4:
1 Cl 0.53
2 C -0.24
3 C -0.03
4 C -0.35

Entry 5:
Entry from the Open Molecules 2025 dataset: a structure of composition C5H7Cl at a distorted geometry (ωB97M-V with the def2-TZVPD basis set).

The HOMO-LUMO gap comes out at 10.004 eV. As for the spin multiplicity: 1. The value obtained for the energy above the lowest of the compared OMol25 structures with the same formula, charge and spin is 266.8 kJ/mol. For the LUMO energy, the calculation gives 0.0381 Ha.

```
13
C5H7Cl, DFT ωB97M-V with the def2-TZVPD basis set
Cl -2.9774 0.5991 -0.2409
C 0.4794 -1.1615 0.0145
C -0.9673 -1.4247 0.1996
C -1.4690 -0.2073 -0.1150
C 0.3393 0.2961 -0.5490
C 0.7464 1.5074 0.1805
H 0.6160 1.4551 1.3306
H 0.8743 -1.9233 -0.7516
H -1.3508 -2.1007 0.8816
H 1.1746 -1.2322 0.8108
H 0.3539 2.3495 -0.2879
H 1.8544 1.4922 0.1311
H 0.3260 0.3502 -1.6043
```

These are the Löwdin partial charges, in e, on atoms 1 to 4:
1 Cl 0.61
2 C -0.20
3 C -0.15
4 C -0.59

Entry 6:
Entry from the Open Molecules 2025 dataset: a structure of composition C5H7Cl at a distorted geometry (ωB97M-V with the def2-TZVPD basis set).

The HOMO-LUMO gap (alpha / beta) comes out at 4.350 / 4.352 eV. As for the spin multiplicity: 1. The value obtained for the energy above the lowest of the compared OMol25 structures with the same formula, charge and spin is 485.2 kJ/mol. For the LUMO energy (alpha / beta), the calculation gives -0.1148 / -0.1148 Ha.

```
13
C5H7Cl, DFT ωB97M-V with the def2-TZVPD basis set
Cl -3.8784 -0.0993 -0.0710
C 0.5470 1.9196 0.0265
C -0.6547 1.5209 0.5601
C 0.9954 0.6343 -0.2262
C -0.2105 -0.0165 0.5880
C -0.9492 -1.0090 -0.2258
H 1.5359 -0.1048 -0.8979
H -1.9898 -1.0119 -0.1120
H 0.9339 2.9014 -0.0692
H 0.2791 -0.3255 1.5183
H -0.5461 -1.9699 -0.0120
H -0.8585 -0.6984 -1.2283
H -1.7018 1.8794 0.5215
```

These are the Löwdin partial charges, in e, on atoms 1 to 4:
1 Cl -0.45
2 C -0.04
3 C 0.17
4 C 0.15

Entry 7:
Entry from the Open Molecules 2025 dataset: an isolated molecule of C5H7Cl at a distorted geometry (ωB97M-V with the def2-TZVPD basis set).

The HOMO-LUMO gap (alpha / beta) comes out at 6.816 / 7.320 eV. As for the spin multiplicity: 3. The value obtained for the energy above the lowest of the compared OMol25 structures with the same formula, charge and spin is 239.8 kJ/mol. For the LUMO energy (alpha / beta), the calculation gives 0.0422 / -0.1000 Ha.

```
13
C5H7Cl, DFT ωB97M-V with the def2-TZVPD basis set
Cl 1.0423 1.9466 -0.9338
C -0.1215 -0.4688 -1.3585
C 0.1028 -1.7554 -1.5772
C -0.2127 1.1417 2.1832
C -0.6106 0.6349 1.0546
C 0.5157 0.3075 -0.4107
H 1.3502 -0.1981 0.1616
H -0.8397 -0.0200 -2.0617
H -0.4404 -2.2741 -2.3764
H -0.8351 1.3474 3.0324
H 0.9347 -2.4669 -1.0834
H -1.6566 0.1760 0.9797
H 0.7707 1.6292 2.3901
```

These are the Löwdin partial charges, in e, on atoms 1 to 4:
1 Cl 0.56
2 C -0.32
3 C -0.03
4 C -0.08

Entry 8:
Entry from the Open Molecules 2025 dataset: a cluster of 2 separate species, C5H7Cl2N4O in total at a distorted geometry (ωB97M-V with the def2-TZVPD basis set).

The net charge is +1. The HOMO-LUMO gap comes out at 9.484 eV. As for the spin multiplicity: 1. For the LUMO energy, the calculation gives -0.1568 Ha.

```
19
C5H7Cl2N4O, DFT ωB97M-V with the def2-TZVPD basis set
Cl 2.9354 -2.3288 -0.2018
Cl -2.0294 -2.3006 -2.3531
O -0.8938 2.2989 2.9657
N -0.4492 1.7884 1.7865
N 0.0824 1.5416 -0.8929
N 0.9841 -0.6040 0.2742
N -1.1745 -0.6960 -0.6175
C -0.8439 -1.6470 -1.3872
C 0.4661 -2.2005 -1.3946
C 1.2962 -1.7811 -0.4289
C -0.7805 0.6027 1.4413
C -0.2564 -0.1059 0.2236
H 1.0733 1.8906 -0.9970
H -0.5550 3.2853 2.9166
H 1.6587 -0.1094 0.7968
H -1.5914 -0.0901 1.9470
H -0.2538 2.2232 -0.3392
H -0.2543 1.3569 -1.8486
H 0.5860 -3.1243 -1.8909
```

These are the Löwdin partial charges, in e, on atoms 1 to 4:
1 Cl 0.78
2 Cl 0.86
3 O -0.01
4 N -0.04

Entry 9:
Entry from the Open Molecules 2025 dataset: a cluster of 2 separate species, C5H7Cl2O2P in total at a distorted geometry (ωB97M-V with the def2-TZVPD basis set).

The HOMO-LUMO gap (alpha / beta) comes out at 7.490 / 7.944 eV. As for the spin multiplicity: 1. The value obtained for the energy above the lowest of the compared OMol25 structures with the same formula, charge and spin is 330.1 kJ/mol. For the LUMO energy (alpha / beta), the calculation gives -0.0543 / -0.0370 Ha.

```
17
C5H7Cl2O2P, DFT ωB97M-V with the def2-TZVPD basis set
Cl -0.7488 1.9144 0.9291
Cl 2.3816 3.2380 0.4704
P 1.0069 -0.2700 -1.3615
O -2.1539 0.5196 -0.7137
O 0.7535 3.7311 -1.5062
C -0.1974 -0.6388 0.0618
C -1.1810 0.4742 -0.0355
C -0.9002 -1.9716 -0.2335
C 1.3282 2.9662 -0.8233
C 0.5879 -0.7061 1.3676
H -1.5372 -1.8877 -1.1116
H -0.0916 -0.7526 2.2163
H 1.2047 -1.6029 1.3678
H -0.1610 -2.7525 -0.4041
H -0.0085 -0.1632 -2.3249
H -1.5198 -2.2583 0.6143
H 1.2366 0.1601 1.4871
```

These are the Löwdin partial charges, in e, on atoms 1 to 4:
1 Cl 0.69
2 Cl 0.65
3 P 0.96
4 O 0.05

Entry 10:
Entry from the Open Molecules 2025 dataset: a cluster of 2 separate species, C5H7Cl2PS in total at a distorted geometry (ωB97M-V with the def2-TZVPD basis set).

The HOMO-LUMO gap (alpha / beta) comes out at 6.813 / 6.387 eV. As for the spin multiplicity: 1. The value obtained for the energy above the lowest of the compared OMol25 structures with the same formula, charge and spin is 42.0 kJ/mol. For the LUMO energy (alpha / beta), the calculation gives -0.0361 / -0.0474 Ha. Its SMILES is S=P(Cl)=C1C=CCC1.Cl.

```
16
C5H7Cl2PS, DFT ωB97M-V with the def2-TZVPD basis set
Cl -1.6727 -0.4280 -3.0003
Cl 2.4868 1.2826 -2.8330
S -1.9174 -3.2057 -1.0103
P -1.8330 -1.2552 -1.2076
C 0.1083 1.2435 0.9555
C -0.3073 0.9234 -0.3086
C -0.3000 -1.0863 1.1528
C -0.5578 -0.4746 -0.2683
C 0.1396 0.1332 1.9246
H -1.1918 -1.5611 1.4737
H 0.5754 -1.8575 1.1819
H 3.2480 2.1670 -3.3333
H -0.4232 0.3395 2.7877
H 0.4813 2.1538 1.2845
H 1.1167 0.1609 2.3899
H 0.0472 1.4645 -1.1893
```

These are the Löwdin partial charges, in e, on atoms 1 to 4:
1 Cl 0.25
2 Cl 0.30
3 S 0.10
4 P 0.02

Entry 11:
Entry from the Open Molecules 2025 dataset: an isolated molecule of C5H7ClFN at a distorted geometry (ωB97M-V with the def2-TZVPD basis set).

The HOMO-LUMO gap comes out at 9.880 eV. As for the spin multiplicity: 1. The value obtained for the energy above the lowest of the compared OMol25 structures with the same formula, charge and spin is 371.9 kJ/mol. For the LUMO energy, the calculation gives 0.0222 Ha. Its SMILES is F[C@H]1[C@H]2N[C@@H]2C[C@H]1Cl.

```
15
C5H7ClFN, DFT ωB97M-V with the def2-TZVPD basis set
Cl 2.8428 0.0645 -0.3852
F 0.6506 2.0335 -0.7323
N -2.1325 0.1829 -0.5357
C -0.9823 0.5679 0.2544
C 0.3266 1.2435 0.3569
C 1.1624 -0.1137 0.3623
C -0.7814 -0.3485 -0.8587
C 0.2819 -1.2713 -0.3332
H 1.3733 -0.3079 1.4353
H -2.6700 -0.3752 0.0755
H 0.5290 1.8093 1.3150
H -0.9481 0.0148 1.2499
H 0.8872 -1.8995 -1.0218
H -0.3496 0.2336 -1.7069
H -0.1898 -1.8338 0.5244
```

These are the Löwdin partial charges, in e, on atoms 1 to 4:
1 Cl 0.55
2 F -0.02
3 N 0.15
4 C -0.29

Entry 12:
Entry from the Open Molecules 2025 dataset: a cluster of 2 separate species, C5H7ClN in total at a distorted geometry (ωB97M-V with the def2-TZVPD basis set).

The net charge is +1. The HOMO-LUMO gap (alpha / beta) comes out at 7.537 / 5.944 eV. As for the spin multiplicity: 1. The value obtained for the energy above the lowest of the compared OMol25 structures with the same formula, charge and spin is 449.7 kJ/mol. For the LUMO energy (alpha / beta), the calculation gives -0.2075 / -0.2510 Ha.

```
14
C5H7ClN, DFT ωB97M-V with the def2-TZVPD basis set
Cl -2.1222 0.8220 -0.7228
N 1.5488 0.2685 -0.1827
C -3.4227 0.0855 -0.0578
C 0.2279 -0.9500 -1.2756
C 1.1393 -1.1654 -0.2095
C 2.2087 0.9456 0.7688
C 0.2812 0.2433 -0.6061
H 2.2903 2.0500 0.6413
H -3.6704 -0.9346 -0.5794
H -0.5750 -1.4599 -1.7683
H 3.3207 0.6629 0.5836
H 1.0070 -1.7254 0.8225
H 1.7288 0.7921 1.7735
H -3.9624 0.3652 0.8124
```

These are the Löwdin partial charges, in e, on atoms 1 to 4:
1 Cl 0.88
2 N -0.15
3 C -0.32
4 C -0.01

- Number 5 is which compound?
  C5H7Cl